w.
A structure of composition C27H24AuBr2FN5O3, computed with ωB97M-V with the def2-TZVPD basis set.

Atoms and positions in Å:
Au (1.06, 0.15, 1.64)
Br (-0.15, -6.39, 0.66)
C (0.09, -4.56, 0.35)
C (-0.88, -3.79, -0.26)
C (-0.65, -2.43, -0.45)
N (0.48, -1.82, -0.13)
C (1.43, -2.56, 0.48)
C (1.28, -3.94, 0.71)
C (3.46, -1.10, 0.45)
C (4.79, -1.23, 0.11)
C (5.63, -0.15, 0.25)
Br (7.43, -0.28, -0.21)
C (5.11, 1.06, 0.74)
C (3.79, 1.10, 1.07)
N (2.95, 0.04, 0.93)
H (-1.80, -4.24, -0.62)
H (-1.42, -1.82, -0.92)
H (2.08, -4.48, 1.20)
H (5.15, -2.18, -0.27)
H (5.73, 1.93, 0.86)
H (3.34, 2.01, 1.46)
F (-5.41, 0.62, 4.09)
C (-4.52, -0.36, 4.26)
C (-3.32, -0.23, 3.62)
C (-2.36, -1.25, 3.69)
C (-1.10, -1.10, 3.03)
O (-0.80, 0.00, 2.49)
C (-0.24, -2.23, 3.08)
C (-0.57, -3.32, 3.87)
N (-1.71, -3.42, 4.54)
C (-1.97, -4.61, 5.34)
C (-1.97, -4.49, 6.83)
C (-0.86, -5.21, 6.14)
C (-2.67, -2.39, 4.45)
C (-3.88, -2.50, 5.12)
C (-4.86, -1.49, 5.06)
N (-6.06, -1.58, 5.72)
C (-6.95, -0.42, 5.92)
C (-8.18, -0.79, 6.72)
N (-7.82, -1.45, 8.02)
C (-6.78, -2.55, 7.85)
C (-6.51, -2.79, 6.38)
C (1.14, -2.26, 2.56)
O (2.18, -2.42, 3.03)
O (2.73, -2.22, 0.23)
H (-3.13, 0.66, 3.04)
H (0.11, -4.16, 3.98)
H (-2.68, -5.27, 4.86)
H (-2.70, -5.08, 7.38)
H (-1.73, -3.53, 7.25)
H (-0.82, -6.29, 6.18)
H (0.11, -4.73, 6.14)
H (-4.05, -3.38, 5.71)
H (-7.31, -0.01, 4.98)
H (-6.41, 0.39, 6.43)
H (-8.82, -1.49, 6.18)
H (-8.76, 0.10, 6.94)
H (-8.66, -1.83, 8.45)
H (-7.47, -0.74, 8.67)
H (-7.15, -3.44, 8.35)
H (-5.87, -2.21, 8.36)
H (-7.41, -3.19, 5.88)
H (-5.77, -3.58, 6.31)

- net charge = +3
- multiplicity = 1

=====

x.
A structure of composition C27H24AuBr2FN5O3, computed with ωB97M-V with the def2-TZVPD basis set.

Atoms and positions in Å:
Au (-3.11, -0.19, -1.93)
Br (-7.32, 4.73, -0.64)
C (-6.10, 3.37, -0.94)
C (-4.73, 3.62, -0.86)
C (-3.86, 2.58, -1.12)
N (-4.30, 1.36, -1.43)
C (-5.63, 1.10, -1.53)
C (-6.55, 2.10, -1.27)
C (-5.97, -0.27, -1.97)
C (-7.24, -0.77, -2.09)
C (-7.41, -2.10, -2.49)
Br (-9.12, -2.80, -2.68)
C (-6.30, -2.89, -2.74)
C (-5.04, -2.33, -2.63)
N (-4.90, -1.05, -2.26)
H (-4.35, 4.59, -0.61)
H (-2.79, 2.71, -1.07)
H (-7.61, 1.91, -1.36)
H (-8.11, -0.16, -1.88)
H (-6.39, -3.92, -3.04)
H (-4.13, -2.87, -2.84)
F (1.19, 1.68, 3.06)
C (1.49, 1.08, 1.89)
C (0.48, 0.79, 1.03)
C (0.75, 0.08, -0.15)
C (-0.29, -0.25, -1.09)
O (-1.46, 0.30, -0.89)
C (0.03, -1.11, -2.13)
C (1.36, -1.42, -2.36)
N (2.35, -1.03, -1.57)
C (3.73, -1.30, -1.95)
C (4.08, -2.59, -2.63)
C (4.51, -2.35, -1.22)
C (2.07, -0.31, -0.41)
C (3.10, 0.03, 0.48)
C (2.84, 0.73, 1.65)
N (3.87, 1.06, 2.51)
C (3.86, 2.22, 3.40)
C (3.71, 1.81, 4.86)
N (4.82, 0.84, 5.20)
C (4.85, -0.34, 4.26)
C (4.96, 0.16, 2.82)
C (-0.94, -1.77, -3.05)
O (-0.60, -2.38, -4.02)
O (-2.25, -1.74, -2.72)
H (-0.53, 1.08, 1.28)
H (1.62, -1.99, -3.24)
H (4.25, -0.40, -2.27)
H (4.82, -2.54, -3.42)
H (3.31, -3.33, -2.79)
H (5.56, -2.16, -1.01)
H (3.99, -2.92, -0.45)
H (4.12, -0.22, 0.22)
H (3.09, 2.93, 3.13)
H (4.82, 2.74, 3.28)
H (2.77, 1.28, 5.03)
H (3.77, 2.66, 5.53)
H (4.73, 0.53, 6.16)
H (5.72, 1.34, 5.14)
H (3.92, -0.88, 4.42)
H (5.69, -0.97, 4.54)
H (4.95, -0.71, 2.17)
H (5.92, 0.67, 2.68)

- net charge = +3
- multiplicity = 1

=====

Consider the structures shown above. The least stable of them is w.